This record from the OMol25 dataset describes a molecular structure, C23H49BiN2O2P3. The level of theory is wB97M-V/def2-TZVPD.

Each line ends with the Mulliken charge.
Element x y z (Å)
Bi: 0.21237 -0.45851 -0.10875  1.8304
P: 2.34349 -1.33237 -1.71542  0.7764
P: 1.65466 2.23568 0.50017  0.7093
P: -0.07727 1.55175 -2.39054  0.8536
H: -2.08557 -1.60686 0.80438  0.3852
C: -1.64341 -1.40726 -0.17657  -0.4190
C: -0.56560 -2.31194 -0.62984  -0.9664
H: -0.25007 -3.10661 0.05220  0.3569
C: 3.10319 -2.83276 -1.01990  -1.2592
C: 3.72586 -0.16292 -1.90253  -0.9417
C: 1.85879 -1.80785 -3.40648  -1.2433
C: 0.51876 3.33194 1.43258  -1.2234
C: 2.78645 1.68675 1.83143  -1.0667
C: 2.70837 3.45675 -0.36780  -1.5251
C: -1.10365 0.76768 -3.67858  -1.0801
C: 1.17960 2.40588 -3.41689  -1.4278
C: -1.13252 2.95227 -1.85770  -1.4962
H: -2.37800 -1.06224 -0.91134  0.2228
H: -0.54519 -2.60958 -1.67801  0.4848
H: 2.32706 -3.53382 -0.68212  0.3590
H: 3.74394 -2.57273 -0.16555  0.3908
H: 3.70820 -3.31786 -1.79922  0.5563
H: 4.22681 -0.03684 -0.93155  0.3704
H: 3.37321 0.81853 -2.24980  0.0149
H: 4.44059 -0.57316 -2.63067  0.5192
H: 0.99932 -2.49235 -3.37730  0.3776
H: 2.71037 -2.32247 -3.87385  0.5233
H: 1.58972 -0.92513 -4.00404  0.3314
H: 1.05006 4.25303 1.70905  0.4656
H: 0.16150 2.83201 2.34233  0.3602
H: -0.34584 3.58779 0.80608  0.2636
H: 3.48570 2.49974 2.07101  0.5319
H: 3.35719 0.81061 1.49297  0.2635
H: 2.22534 1.41019 2.73488  0.2501
H: 3.32266 3.98149 0.37713  0.5482
H: 2.09512 4.18529 -0.91380  0.4084
H: 3.36890 2.94436 -1.07844  0.3579
H: -0.91527 1.26051 -4.64222  0.5141
H: -2.17062 0.86442 -3.42553  0.1625
H: -0.85064 -0.29627 -3.76824  0.2982
H: 0.71179 2.69350 -4.36853  0.5524
H: 2.02074 1.73456 -3.62827  0.2711
H: 1.55650 3.30546 -2.91436  0.3615
H: -1.81552 3.22647 -2.67432  0.5503
H: -0.51099 3.82280 -1.61067  0.5158
H: -1.71410 2.67888 -0.96643  0.2489
C: -4.80720 0.37808 -2.26192  0.7903
C: -5.76844 0.45844 -1.22368  -0.4366
C: -7.07645 0.17157 -1.59162  -0.5792
C: -7.33192 -0.42427 -2.84818  -0.5161
C: -6.25629 -0.85107 -3.64706  -0.4591
C: -4.94343 -0.47088 -3.35773  -0.4352
O: -3.85870 1.35046 -2.39671  -0.4891
H: -3.95642 2.02778 -1.78550  0.2818
H: -5.46918 0.80159 -0.22697  0.4029
H: -7.91692 0.39398 -0.92946  0.3885
H: -8.37158 -0.57014 -3.16915  0.4128
H: -6.43723 -1.39986 -4.56440  0.3793
H: -4.09662 -0.65604 -4.02982  0.3210
C: 2.10699 -3.38487 2.66002  -0.7374
N: 1.74971 -2.37331 3.63666  0.1249
C: 2.16172 -2.55682 5.01018  -0.5730
C: 2.08303 -1.23278 5.72349  -0.7686
C: 0.70763 -0.64092 5.57223  -0.5800
N: 0.38044 -0.55640 4.16523  0.2274
C: -0.74608 0.28008 3.78406  -0.6454
C: 0.88519 -1.41958 3.25581  0.1636
O: 0.55627 -1.34578 2.02342  -1.0024
H: 2.77588 -4.09947 3.15050  0.4250
H: 2.62482 -2.94157 1.79702  0.0173
H: 1.22023 -3.92172 2.28998  0.2679
H: 1.51070 -3.29584 5.50663  0.2739
H: 3.18013 -2.95207 4.99407  0.4577
H: 2.83407 -0.54547 5.31994  0.2877
H: 2.30086 -1.37768 6.78355  0.3752
H: 0.65258 0.37107 5.98402  0.4415
H: -0.03632 -1.26187 6.09940  0.2979
H: -0.48190 0.93578 2.94160  -0.1444
H: -1.62365 -0.32147 3.49841  0.2975
H: -1.01386 0.90221 4.64703  0.3948

Computed properties:
HOMO (spin up / spin down): -0.5398 / -0.5256 Ha
multiplicity: 1
frontier orbital gap (spin up / spin down): 2.6 / 2.5 eV
E: -2403.331130 Ha
strongest force on any atom: 8.0 eV Å⁻¹
total charge: +3
LUMO (spin up / spin down): -12.11 / -11.77 eV